[1]
{
  "formula": "C26H46Br16N3O4S",
  "method": "the ωB97M-V functional and the def2-TZVPD basis",
  "gap_ev": 6.726,
  "homo_ev": -4.93,
  "e_lumo_ha": 0.06618,
  "largest_force_ha_per_bohr": 0.03091,
  "energy_ev": -1171884.476,
  "mol_weight_g_mol": 1775.2,
  "total_charge": -1,
  "symbols": ["C", "C", "N", "C", "C", "S", "C", "N", "N", "C", "O", "C", "O", "C", "C", "C", "O", "O", "H", "H", "H", "H", "H", "H", "H", "H", "H", "H", "H", "H", "H", "H", "Br", "C", "C", "Br", "H", "H", "H", "H", "Br", "C", "C", "Br", "H", "H", "H", "H", "Br", "C", "C", "Br", "H", "H", "H", "H", "Br", "C", "C", "Br", "H", "H", "H", "H", "Br", "C", "C", "Br", "H", "H", "H", "H", "Br", "C", "C", "Br", "H", "H", "H", "H", "Br", "C", "C", "Br", "H", "H", "H", "H", "Br", "C", "C", "Br", "H", "H", "H", "H"],
  "positions_angstrom": [[2.3490, -1.1350, -2.8527], [1.9274, -0.9814, -1.6078], [0.6117, -0.6533, -1.2019], [-0.4071, -1.0058, -2.1813], [-1.8253, -0.7542, -1.6749], [-2.9521, -0.6032, -3.1083], [-3.3486, -2.2726, -3.4407], [-2.6218, -3.1247, -4.0486], [-3.3100, -4.3187, -4.0689], [-4.4064, -4.1049, -3.4684], [-4.5288, -2.8402, -3.0540], [0.5599, 0.7394, -0.7727], [-0.2925, 0.9428, 0.3380], [0.2241, 0.5115, 1.5707], [-0.6052, 1.2670, 2.5996], [0.1994, 1.7674, -1.8776], [1.1877, 2.2087, -2.5238], [-0.9899, 2.1117, -2.0485], [3.3881, -1.3826, -3.0131], [1.7304, -1.0689, -3.7325], [2.6614, -1.0984, -0.8195], [-0.2898, -0.5281, -3.1579], [-0.3175, -2.0770, -2.3722], [-1.9326, 0.1836, -1.1390], [-2.1653, -1.5447, -1.0088], [-5.1740, -4.8447, -3.2924], [1.5680, 0.9806, -0.4406], [1.2779, 0.7737, 1.7378], [0.1349, -0.5669, 1.7241], [-0.7283, 2.2526, 2.1446], [-0.1026, 1.3960, 3.5560], [-1.5964, 0.8352, 2.7195], [5.7743, 2.5961, -2.8272], [4.2919, 3.8396, -2.5634], [4.2225, 4.3092, -1.1369], [3.4649, 2.9366, -0.0034], [3.3866, 3.3278, -2.8889], [4.4983, 4.6740, -3.2297], [3.5497, 5.1608, -1.0481], [5.1911, 4.5711, -0.7212], [7.4241, 0.3187, 0.9990], [7.0681, -0.4192, -0.7677], [5.5949, -0.5868, -1.0159], [4.8724, -2.1386, -0.0780], [7.6163, -1.3535, -0.8330], [7.4891, 0.2995, -1.4678], [5.4065, -0.7780, -2.0697], [5.0097, 0.2719, -0.6983], [-1.8292, -0.0190, 5.8693], [-1.2380, -1.8194, 6.3094], [-0.1413, -2.2863, 5.3890], [-0.8402, -2.7968, 3.6472], [-2.1149, -2.4579, 6.2740], [-0.8759, -1.7591, 7.3341], [0.3303, -3.1849, 5.7818], [0.6152, -1.5274, 5.2159], [-2.9303, 4.0451, 1.9286], [-3.1048, 3.2591, 0.1467], [-4.5403, 3.2021, -0.2910], [-5.5116, 1.7614, 0.5982], [-2.6282, 2.2834, 0.1888], [-2.5305, 3.9036, -0.5136], [-4.6012, 2.9755, -1.3530], [-5.0842, 4.1180, -0.0828], [-3.1102, 3.1201, 5.3223], [-5.0415, 2.9333, 5.3756], [-5.5939, 3.2416, 6.7411], [-5.2846, 1.7806, 7.9910], [-5.2680, 1.9250, 5.0437], [-5.4164, 3.6457, 4.6429], [-6.6751, 3.3555, 6.6976], [-5.1541, 4.1300, 7.1820], [-5.7891, -8.3717, -0.5510], [-7.2853, -7.2853, -1.1538], [-7.6438, -7.5821, -2.5856], [-6.3790, -6.7727, -3.8241], [-7.0063, -6.2487, -0.9951], [-8.1112, -7.5425, -0.4942], [-8.6079, -7.1441, -2.8353], [-7.6629, -8.6446, -2.8046], [1.8539, -3.9649, -1.6515], [2.5720, -5.7394, -1.2871], [3.6042, -6.1318, -2.3092], [2.7845, -6.6624, -3.9941], [1.7327, -6.4274, -1.2487], [3.0255, -5.6690, -0.2997], [4.1611, -7.0057, -1.9766], [4.2962, -5.3266, -2.5356], [7.3322, 6.4790, 0.3077], [6.6234, 8.2443, -0.0976], [5.2674, 8.1600, -0.7448], [5.4023, 7.6345, -2.6137], [7.3571, 8.7442, -0.7215], [6.5573, 8.7534, 0.8617], [4.7886, 9.1368, -0.7571], [4.6104, 7.4440, -0.2610]],
  "forces_ev_per_angstrom": [[0.152, -0.180, -0.226], [-0.061, 0.490, -0.229], [-0.187, 0.025, -0.371], [-0.187, -0.491, 0.025], [-0.015, -0.202, -0.108], [-0.463, 0.142, 0.232], [-0.010, 0.410, 0.335], [0.967, -0.303, -0.648], [0.801, -0.657, -0.448], [-0.475, -0.095, 0.141], [-0.631, 0.524, 0.661], [0.228, 0.318, 0.743], [0.073, -0.259, -0.450], [-0.405, 0.053, 0.980], [0.152, 0.364, -0.475], [0.385, 1.118, -1.062], [-0.074, -0.539, 0.446], [-0.258, -0.471, 0.472], [0.069, -0.133, -0.049], [-0.135, 0.109, -0.018], [-0.339, 0.282, 0.211], [0.108, 0.389, 0.121], [0.070, -0.060, -0.087], [0.101, 0.163, -0.239], [-0.079, -0.117, -0.048], [0.076, 0.642, 0.154], [0.163, 0.093, -0.095], [0.098, 0.097, -0.519], [0.040, -0.128, -0.290], [-0.077, 0.059, 0.362], [-0.069, -0.231, 0.131], [-0.028, -0.061, 0.171], [0.005, -0.018, -0.017], [-0.066, 0.089, -0.241], [-0.156, -0.068, 0.041], [0.137, -0.065, 0.337], [-0.049, -0.084, 0.172], [0.068, 0.013, 0.042], [-0.043, -0.023, -0.131], [0.020, -0.012, -0.090], [0.030, -0.066, -0.002], [0.047, 0.197, 0.053], [-0.113, -0.172, -0.025], [0.335, -0.034, 0.131], [-0.043, -0.028, 0.006], [-0.072, 0.020, -0.004], [0.022, 0.045, -0.004], [0.033, 0.020, -0.030], [-0.081, -0.207, 0.082], [0.056, 0.313, 0.102], [-0.067, -0.269, -0.114], [0.034, 0.060, 0.008], [0.034, -0.048, -0.043], [0.049, -0.050, -0.019], [-0.012, 0.018, 0.040], [-0.041, 0.047, 0.022], [-0.176, 0.040, -0.159], [0.126, 0.152, 0.049], [-0.001, -0.137, -0.092], [-0.060, 0.057, 0.062], [0.085, 0.063, -0.079], [0.029, -0.115, -0.061], [0.086, -0.054, 0.007], [0.015, 0.003, 0.037], [-0.010, 0.027, 0.207], [0.190, 0.170, -0.144], [-0.179, -0.177, 0.053], [0.046, 0.061, 0.025], [-0.031, -0.008, 0.039], [-0.025, -0.009, 0.008], [0.007, -0.005, -0.043], [0.046, 0.000, -0.042], [0.011, 0.075, -0.018], [0.036, -0.233, 0.148], [-0.037, 0.232, -0.170], [-0.302, -0.574, -0.090], [-0.013, 0.012, -0.052], [-0.032, 0.005, -0.043], [-0.004, 0.009, 0.052], [0.026, -0.015, 0.064], [0.172, -0.622, 0.019], [-0.247, 0.298, 0.134], [-0.003, -0.253, -0.036], [0.038, 0.059, -0.011], [0.078, -0.095, -0.040], [0.061, -0.040, -0.030], [-0.011, 0.009, 0.022], [-0.052, 0.053, 0.031], [0.059, 0.043, -0.058], [0.025, -0.167, 0.253], [-0.031, 0.151, -0.242], [-0.023, -0.054, 0.056], [-0.046, 0.006, -0.051], [-0.060, 0.015, -0.016], [0.031, 0.011, 0.033], [0.054, -0.023, 0.042]]
}

***

[2]
{
  "formula": "C26H46ClGdO2P",
  "method": "the ωB97M-V functional and the def2-TZVPD basis",
  "gap_ev": [3.761, 4.347],
  "homo_ev": [-2.49, -2.50],
  "e_lumo_ha": [0.04688, 0.06772],
  "relative_energy_kj_mol": 134.3,
  "spin_multiplicity": 8,
  "largest_force_ha_per_bohr": 0.12931,
  "energy_ev": -74442.367,
  "mol_weight_g_mol": 614.3,
  "total_charge": -1,
  "symbols": ["Gd", "P", "Cl", "C", "H", "H", "C", "C", "C", "H", "C", "H", "H", "C", "H", "H", "C", "H", "H", "C", "H", "H", "H", "H", "C", "C", "H", "C", "H", "H", "C", "H", "H", "C", "H", "H", "C", "H", "H", "H", "H", "C", "H", "C", "H", "H", "C", "H", "H", "C", "H", "H", "C", "H", "H", "H", "H", "C", "C", "H", "C", "H", "C", "H", "H", "C", "H", "H", "C", "H", "H", "H", "H", "O", "C", "O", "H"],
  "positions_angstrom": [[-0.7379, -0.4377, 3.7435], [0.1429, -0.4000, -0.3390], [-2.8209, -1.6904, 3.3146], [2.0385, -0.0802, -0.4353], [2.1498, 0.3006, 0.5906], [2.5113, -1.1167, -0.4880], [-1.1136, 0.3114, 1.0041], [0.4156, -2.1368, 0.2189], [-2.3501, 0.9438, 0.3270], [-1.5245, -0.6044, 1.5272], [-3.3011, 1.4732, 1.4030], [-2.0195, 1.7745, -0.3114], [-2.8969, 0.2168, -0.2991], [-2.6520, 2.6022, 2.1971], [-4.2350, 1.8262, 0.9433], [-3.5619, 0.6569, 2.0909], [-1.2789, 2.1420, 2.8084], [-2.4786, 3.4813, 1.5641], [-3.3020, 2.9075, 3.0294], [-0.4920, 1.1872, 1.9948], [-0.6620, 3.0294, 2.9906], [-1.5416, 1.7511, 3.8409], [-0.1117, 3.0354, 0.8068], [0.5736, 1.0139, 2.2329], [-0.4985, -0.4390, -2.0906], [1.3049, -2.9087, -0.7667], [0.9897, -1.9861, 1.1552], [1.7901, -4.1949, -0.1076], [0.7420, -3.1091, -1.6900], [2.1972, -2.3521, -1.0802], [0.6326, -5.0330, 0.4487], [2.3592, -4.7689, -0.8479], [2.4852, -3.9349, 0.7059], [-0.3830, -4.2286, 1.2749], [0.1062, -5.4988, -0.3952], [1.0393, -5.8439, 1.0596], [-0.8253, -2.9548, 0.5512], [-1.2694, -4.8387, 1.4920], [0.0619, -3.9468, 2.2433], [-1.3617, -3.1995, -0.3774], [-1.5408, -2.4206, 1.1905], [-0.9258, 0.9347, -2.6412], [0.4430, -0.7327, -2.5899], [-0.9815, 0.8721, -4.1735], [-1.9258, 1.1804, -2.2627], [-0.2500, 1.7412, -2.2997], [-1.9687, -0.1949, -4.6632], [-1.2668, 1.8514, -4.5703], [0.0189, 0.6363, -4.5609], [-1.7844, -1.5479, -3.9676], [-2.9966, 0.1580, -4.5085], [-1.8503, -0.3352, -5.7438], [-1.5935, -1.4652, -2.4468], [-2.6416, -2.1972, -4.1766], [-0.9000, -2.0416, -4.3931], [-2.5392, -1.1732, -1.9600], [-1.3353, -2.4633, -2.0728], [-0.4129, 4.0766, 0.5789], [2.6841, 0.6739, -1.3782], [-0.4582, 3.8023, -0.5201], [3.5268, 1.8884, -0.7855], [1.8365, 1.2645, -1.8455], [3.3475, 2.6083, 0.6600], [4.5653, 1.5388, -0.7844], [3.4474, 2.7678, -1.4441], [2.5173, 3.9343, 1.0779], [3.2233, 1.8810, 1.4667], [4.3883, 2.9387, 0.8769], [1.1135, 4.5652, 0.5576], [2.4915, 3.9140, 2.1870], [3.2813, 4.7440, 0.9515], [0.9501, 5.4453, 1.2026], [1.4274, 4.9116, -0.4478], [1.2958, -1.2919, 3.1175], [1.5194, -1.6957, 4.2965], [0.7176, -1.4525, 5.2649], [2.4546, -2.2665, 4.4771]],
  "forces_ev_per_angstrom": [[-0.313, 0.904, 0.596], [0.410, -0.780, 0.272], [-1.316, -0.852, 0.044], [-0.835, -3.037, 3.626], [0.278, -0.140, 0.585], [-1.490, 1.489, 1.232], [-0.310, -1.044, -1.675], [-0.142, 0.342, -0.165], [-0.114, 0.126, -0.085], [0.225, 0.219, -1.191], [-0.023, 0.098, 0.216], [-0.075, -0.102, 0.271], [0.388, 0.105, 0.220], [0.475, -0.249, 0.399], [0.194, -0.085, 0.058], [-0.101, -0.003, -0.210], [-0.918, 1.243, 0.022], [0.331, -0.196, 0.054], [0.059, -0.059, -0.148], [1.489, -0.800, 1.277], [-0.191, 0.034, 0.018], [-0.078, 0.196, -0.058], [-0.940, -0.833, 0.927], [-0.246, 0.913, -0.753], [-0.103, 0.038, 0.249], [0.031, -0.425, -0.187], [-0.155, -0.021, -0.479], [-0.216, -0.101, 0.020], [-0.008, -0.218, 0.171], [-0.597, -0.525, -0.150], [-0.035, -0.110, -0.025], [-0.031, -0.070, 0.195], [-0.133, 0.011, -0.144], [-0.046, -0.072, -0.089], [0.012, 0.034, 0.076], [-0.078, -0.073, -0.055], [-0.104, -0.254, 0.112], [0.230, -0.005, 0.049], [-0.083, -0.046, -0.188], [0.104, -0.132, 0.349], [0.244, -0.177, -0.260], [0.286, 0.283, -0.016], [-0.142, 0.135, 0.017], [0.088, -0.158, 0.085], [0.179, -0.063, -0.082], [-0.256, -0.358, -0.176], [-0.118, 0.068, 0.075], [0.069, -0.090, 0.002], [-0.069, 0.110, 0.101], [0.204, -0.034, 0.010], [0.087, 0.003, 0.079], [-0.078, 0.035, 0.086], [0.036, 0.057, 0.245], [0.097, 0.028, -0.060], [-0.066, 0.034, 0.062], [0.234, -0.079, -0.126], [-0.098, 0.281, -0.191], [2.434, -1.758, -1.622], [0.085, 5.736, -3.363], [-0.864, 0.520, 0.043], [-0.418, 0.553, 0.620], [0.866, -0.488, -0.631], [0.337, -0.049, 0.125], [0.088, 0.370, 0.083], [0.261, -0.543, -0.367], [-0.056, 0.118, 0.296], [-0.444, -0.373, -0.097], [-0.457, -0.089, -0.198], [0.843, 1.296, -0.063], [-0.234, -0.423, -0.262], [-0.814, -0.251, -0.382], [1.174, 0.243, -0.262], [-0.481, 0.226, 0.282], [0.530, -0.527, 0.481], [-0.179, 0.173, 0.697], [1.441, -0.453, -0.743], [-0.353, 0.127, 0.073]]
}